The following is a quantum chemistry calculation of one molecule with the formula C4H4F2O in a non-equilibrium geometry, from the Open Molecules 2025 dataset.

Output
SMILES: O=C[C@@]1(F)C[C@@H]1F
Orbital gap in eV: 10.691
Energy above the lowest of the compared OMol25 structures with the same formula, charge and spin in kcal per mole: 55.05
LUMO energy in eV: 0.62

Last column: natural (NBO) charge in e.
Positions of all 11 atoms, in Å:
C  -1.52  0.90  0.34  0.4293
C  0.99  0.06  -0.69  -0.5117
C  0.80  -0.57  0.64  0.1681
C  -0.43  -0.36  -0.21  0.2434
O  -2.69  0.74  0.40  -0.4697
F  1.39  -1.80  0.76  -0.3239
F  -1.07  -1.32  -0.86  -0.3028
H  -1.05  1.80  0.63  0.1160
H  1.18  1.00  -1.01  0.2230
H  1.47  -0.56  -1.48  0.2476
H  0.95  0.10  1.48  0.1806

The following is a quantum chemistry calculation of a 7-piece molecular cluster, C24H48Br4O5 overall in a non-equilibrium geometry, from the Open Molecules 2025 dataset.

Output
SMILES: C1CCOC1.C1CCOC1.C1CCOC1.C1CCOC1.C1CCOC1.BrCCBr.BrCCBr
Orbital gap in eV: 9.577
LUMO energy in eV: 0.12

Last column: Mulliken charge in e.
Positions of all 81 atoms, in Å:
C  2.04  4.02  -1.58  -0.0639
C  3.17  4.68  -2.35  -0.8720
C  4.33  4.70  -1.34  -0.4243
O  3.61  4.63  -0.09  -0.4314
C  2.20  4.77  -0.28  -0.2067
H  2.03  2.96  -1.31  -0.0788
H  1.08  4.25  -2.04  0.3811
H  2.77  5.68  -2.53  0.3156
H  3.45  4.22  -3.29  0.3926
H  4.84  5.66  -1.48  0.2995
H  4.99  3.86  -1.59  0.3160
H  1.68  5.72  -0.31  0.2535
H  1.70  4.17  0.49  0.2265
C  -5.50  -2.90  1.63  -0.7012
C  -4.27  -2.09  1.70  0.3500
C  -4.14  -1.85  3.18  -0.4477
O  -5.47  -1.72  3.68  -0.4542
C  -6.40  -2.33  2.73  -0.3819
H  -5.36  -3.96  1.81  0.2747
H  -6.02  -2.78  0.68  0.3043
H  -4.25  -1.18  1.11  -0.2618
H  -3.45  -2.71  1.34  0.2685
H  -3.51  -1.00  3.47  0.2833
H  -3.74  -2.77  3.60  0.2754
H  -7.00  -1.56  2.24  0.2331
H  -6.97  -3.10  3.24  0.3036
C  2.70  -3.10  -1.27  0.3758
C  1.70  -3.89  -0.47  -0.2782
C  2.59  -4.96  0.17  -0.4645
O  3.74  -5.03  -0.72  -0.4641
C  3.68  -4.06  -1.80  -0.5621
H  3.33  -2.41  -0.71  0.0739
H  2.17  -2.50  -2.02  -0.1922
H  0.93  -4.30  -1.12  0.3111
H  1.25  -3.32  0.34  0.1178
H  2.09  -5.92  0.27  0.2774
H  2.94  -4.71  1.17  0.2464
H  3.28  -4.61  -2.65  0.2705
H  4.60  -3.62  -2.17  0.3428
C  2.95  1.31  3.66  -0.4266
C  1.54  1.26  4.41  -0.1302
C  1.48  -0.19  4.85  -0.4764
O  1.95  -0.85  3.70  -0.4065
C  3.05  -0.09  3.14  -0.2075
H  3.84  1.52  4.24  0.2779
H  3.06  2.03  2.85  0.1754
H  0.70  1.44  3.74  -0.1989
H  1.37  2.00  5.18  0.4071
H  0.44  -0.49  4.95  0.3152
H  2.04  -0.46  5.75  0.2780
H  3.03  -0.14  2.05  0.1126
H  4.02  -0.55  3.30  0.2971
C  -0.89  -0.32  0.60  -0.1409
C  -1.09  1.19  0.73  -0.1416
C  -0.49  1.68  -0.58  -0.1000
O  0.69  0.86  -0.81  -0.4263
C  0.35  -0.46  -0.31  0.1472
H  -1.89  -0.63  0.33  -0.0127
H  -0.66  -0.85  1.53  0.3754
H  -0.55  1.56  1.60  -0.3720
H  -2.12  1.49  0.97  0.5152
H  -0.16  2.72  -0.64  0.3823
H  -1.14  1.66  -1.46  -0.2085
H  1.15  -1.00  0.19  -0.1372
H  0.18  -1.05  -1.21  -0.0900
Br  -4.97  3.84  -2.54  -0.1121
C  -3.98  2.25  -2.01  -0.3144
C  -4.70  0.96  -2.43  -0.5459
Br  -5.96  0.44  -0.99  -0.1631
H  -3.70  2.24  -0.95  0.3031
H  -3.07  2.36  -2.60  0.0616
H  -4.04  0.10  -2.54  0.2945
H  -5.10  1.09  -3.44  0.4751
Br  -0.57  1.46  -4.88  -0.1691
C  0.91  0.27  -4.29  -0.2456
C  0.56  -1.16  -4.79  -0.8216
Br  2.06  -2.44  -5.08  -0.1553
H  1.12  0.26  -3.22  0.1599
H  1.79  0.54  -4.87  0.3928
H  0.09  -1.18  -5.77  0.4659
H  -0.14  -1.62  -4.08  0.3572

The following is a quantum chemistry calculation of a 2-piece molecular cluster, C4H6 overall in a non-equilibrium geometry, from the Open Molecules 2025 dataset.

Output
SMILES: C#C.C=C
Orbital gap in eV: 11.176
Energy above the lowest of the compared OMol25 structures with the same formula, charge and spin in kcal per mole: 59.72
LUMO energy in eV: 1.06

Last column: natural (NBO) charge in e.
Positions of all 10 atoms, in Å:
C  -0.68  -2.24  1.79  -0.3866
C  -1.77  -2.04  1.03  -0.3962
C  1.07  2.29  -1.12  -0.2373
C  1.69  2.59  -2.10  -0.2322
H  0.22  -1.77  1.41  0.1852
H  -0.65  -3.04  2.53  0.1971
H  -1.72  -1.45  0.10  0.2098
H  -2.52  -2.56  1.47  0.1907
H  0.37  2.35  -0.34  0.2289
H  2.47  2.84  -2.81  0.2405

The following is a quantum chemistry calculation of C5H8N2S as an isolated structure in a non-equilibrium geometry, from the Open Molecules 2025 dataset.

Output
Orbital gap in eV: 7.876
Energy above the lowest of the compared OMol25 structures with the same formula, charge and spin in kcal per mole: 121.45
LUMO energy in eV: -0.03

Last column: natural (NBO) charge in e.
Positions of all 16 atoms, in Å:
C  -0.78  -1.35  0.54  -0.3356
C  -0.64  0.20  0.93  -0.2328
C  1.07  1.94  0.10  0.2903
C  0.64  -0.37  -0.99  0.0489
C  0.10  -1.60  -0.57  -0.3146
H  -2.28  -2.01  -1.69  0.1526
H  -0.60  -2.06  1.31  0.2322
H  -1.80  0.48  0.80  0.2250
H  -0.20  0.65  2.04  0.1993
H  0.57  2.44  1.04  0.1755
H  2.73  2.92  -0.03  0.3559
H  1.38  -0.13  -1.61  0.2147
H  0.09  -2.62  -1.04  0.2411
N  0.23  0.72  -0.16  -0.4735
N  2.09  2.17  -0.64  -0.6635
S  -2.61  -1.37  -0.02  -0.1154

The following is a quantum chemistry calculation of C30H41CsF3N2O5S as an isolated structure in a non-equilibrium geometry, from the Open Molecules 2025 dataset.

Output
Orbital gap in eV: 7.731
LUMO energy in eV: -3.25
Net charge: +1

Last column: Mulliken charge in e.
Positions of all 83 atoms, in Å:
C  4.19  -1.77  2.18  -1.7152
C  3.46  -2.25  0.93  1.1440
C  2.84  -3.65  1.02  -1.3757
C  1.77  -3.85  2.13  0.7059
C  2.42  -4.18  3.48  -2.0618
C  0.83  -2.68  2.09  -0.2530
C  0.42  -1.86  3.08  0.5943
N  0.78  -1.96  4.43  -0.4298
C  -0.52  -0.76  2.76  -0.4868
O  -1.28  -0.32  3.60  -0.7096
C  -0.48  -0.21  1.39  0.7268
C  -0.72  1.12  1.08  0.4542
N  -0.99  2.07  2.15  -0.4562
C  -2.06  2.17  2.65  0.8675
S  -3.48  2.04  3.36  -0.8624
C  -0.68  1.60  -0.21  0.7138
C  -0.76  3.08  -0.48  -1.3008
C  0.42  3.82  0.18  -1.0664
O  1.56  2.99  0.15  -0.0955
C  2.79  3.56  -0.18  -0.7915
C  3.82  3.23  0.88  0.9728
F  4.77  4.18  0.94  -0.2854
F  4.43  2.07  0.63  -0.2468
F  3.28  3.13  2.10  -0.2679
C  -0.49  0.67  -1.23  0.1113
O  -0.57  1.06  -2.54  -0.4745
C  -1.85  1.54  -2.99  -0.9812
C  -3.03  0.57  -2.95  0.6383
C  -2.69  -0.85  -3.40  -1.9086
C  -3.81  0.55  -1.63  -0.4381
C  -4.85  1.66  -1.45  0.5149
C  -6.04  1.17  -0.62  -1.5204
C  -4.31  2.92  -0.77  -1.2235
C  -0.15  -0.66  -0.96  0.9507
C  0.28  -1.59  -2.07  -2.0186
O  1.67  -1.83  -1.92  -0.1747
C  2.46  -1.13  -2.87  -0.0433
C  3.92  -1.33  -2.55  -1.2744
C  -0.14  -1.08  0.35  0.4260
C  0.19  -2.47  0.76  -0.0896
O  -0.10  -3.42  0.06  -0.6150
H  3.50  -1.34  2.91  0.2617
H  4.73  -2.57  2.68  0.2915
H  4.89  -0.98  1.92  0.4709
H  2.73  -1.50  0.64  -0.5354
H  4.18  -2.29  0.12  0.3930
H  3.64  -4.36  1.18  0.6829
H  2.38  -3.85  0.06  0.3602
H  1.20  -4.72  1.82  0.4775
H  1.75  -4.73  4.14  0.4328
H  3.27  -4.84  3.29  0.4431
H  2.80  -3.32  4.00  0.3897
H  0.43  -2.79  4.88  0.2408
H  0.50  -1.14  4.95  0.2410
H  -0.68  3.27  -1.54  0.8207
H  -1.68  3.49  -0.07  0.0496
H  0.18  4.10  1.20  0.3207
H  0.59  4.74  -0.37  0.6378
H  2.74  4.65  -0.29  0.3604
H  3.14  3.13  -1.12  0.2932
H  -2.14  2.44  -2.45  0.0384
H  -1.68  1.83  -4.02  0.4815
H  -3.73  0.96  -3.69  0.8129
H  -2.44  -1.47  -2.54  0.3886
H  -3.56  -1.31  -3.86  0.4442
H  -1.88  -0.88  -4.12  0.4009
H  -4.36  -0.39  -1.60  0.5082
H  -3.12  0.54  -0.78  -0.2223
H  -5.25  1.97  -2.42  0.2557
H  -6.32  0.15  -0.86  0.4462
H  -6.90  1.83  -0.79  0.4156
H  -5.80  1.27  0.44  0.1637
H  -3.67  3.52  -1.42  0.3083
H  -3.79  2.67  0.15  0.0415
H  -5.14  3.57  -0.50  0.5617
H  0.10  -1.10  -3.02  0.7311
H  -0.26  -2.53  -2.03  0.4134
H  2.25  -1.52  -3.87  0.3146
H  2.22  -0.06  -2.83  0.1972
H  4.50  -0.68  -3.21  0.4638
H  4.15  -1.06  -1.53  0.1290
H  4.22  -2.36  -2.76  0.3525
Cs  -4.98  0.31  3.75  1.0674